*one*
The following is a quantum chemistry calculation of C4H28BO22 as an isolated structure, from the OMol25 dataset.

Last column: Löwdin charge in e.
Positions of all 55 atoms, in Å:
O1 -2.360 0.060 1.460  0.126
C1 -1.223 0.486 1.155  -0.396
O2 -0.526 0.000 0.237  0.356
B1 0.779 0.579 0.369  -0.820
O3 0.580 1.495 1.457  0.387
C2 -0.549 1.387 1.847  -0.487
O4 -1.085 2.228 2.570  0.149
O5 1.249 1.246 -0.898  0.265
C3 2.319 0.600 -1.287  -0.389
O6 2.851 1.063 -2.232  0.174
C4 2.676 -0.325 -0.275  -0.384
O7 1.813 -0.434 0.657  0.292
O8 3.443 -1.263 -0.446  0.124
O9 2.283 1.405 -5.009  0.031
H1 1.504 1.058 -5.197  -0.041
H2 2.218 1.453 -4.079  -0.019
O10 5.274 -1.576 -2.671  -0.060
H3 4.730 -1.056 -3.280  0.038
H4 4.912 -1.517 -1.803  -0.029
O11 -3.964 2.176 2.667  -0.029
H5 -3.058 2.270 2.566  -0.048
H6 -4.215 3.029 3.059  0.065
O12 -4.541 -1.306 -0.442  -0.134
H7 -4.043 -1.648 0.447  0.041
H8 -4.776 -1.952 -1.114  0.038
O13 -1.721 -2.536 -1.558  -0.100
H9 -2.389 -3.122 -1.017  0.091
H10 -1.050 -2.029 -1.080  0.003
O14 1.816 -2.741 -2.516  0.008
H11 2.045 -3.587 -2.645  -0.032
H12 1.457 -2.785 -1.635  -0.016
O15 5.030 2.405 -3.552  -0.097
H13 5.654 2.303 -2.736  0.090
H14 4.214 1.939 -3.412  -0.044
O16 0.216 4.036 4.253  -0.067
H15 -0.067 3.340 3.779  -0.104
H16 0.293 3.879 5.285  0.108
O17 -3.870 0.070 4.770  -0.086
H17 -3.689 0.527 3.888  0.031
H18 -4.508 0.602 5.203  -0.005
O18 -0.895 3.509 -1.685  0.015
H19 -0.131 3.043 -1.544  -0.036
H20 -0.752 4.422 -1.533  0.022
O19 1.028 -3.326 0.250  -0.093
H21 0.250 -3.793 0.579  0.049
H22 1.852 -3.252 0.887  0.064
O20 -3.569 -2.410 1.714  -0.124
H23 -3.890 -2.619 2.611  0.062
H24 -3.092 -1.445 1.942  0.117
O21 3.518 -2.990 1.753  -0.092
H25 3.915 -3.569 0.983  0.119
H26 3.324 -2.219 1.210  -0.023
O22 -3.770 0.911 -1.648  -0.065
H27 -3.636 1.776 -1.270  0.014
H28 -3.874 0.202 -1.035  -0.056

As for the net charge: -1. The spin multiplicity is 1.


*two*
The following is a quantum chemistry calculation of a 15-piece molecular cluster, C4H28BO22 overall, from the OMol25 dataset.

Last column: Löwdin charge in e.
Positions of all 55 atoms, in Å:
O1 16.683 -1.934 -11.114  0.131
C1 16.866 -2.687 -12.029  -0.334
O2 15.925 -3.333 -12.687  0.220
B1 16.527 -4.178 -13.741  -0.875
O3 17.973 -4.082 -13.501  0.237
C2 18.233 -3.163 -12.592  -0.373
O4 19.298 -2.764 -12.236  0.174
O5 16.176 -3.671 -15.078  0.244
C3 15.457 -4.566 -15.716  -0.368
O6 15.004 -4.435 -16.817  0.131
C4 15.415 -5.835 -14.846  -0.356
O7 16.050 -5.565 -13.715  0.254
O8 14.974 -6.902 -15.168  0.151
O9 12.922 -4.226 -18.865  -0.053
H1 12.233 -4.106 -18.205  0.035
H2 13.678 -4.577 -18.369  -0.010
O10 15.871 0.909 -9.653  -0.054
H3 16.545 0.812 -10.335  0.028
H4 15.513 1.791 -9.785  0.031
O11 21.126 -1.234 -9.889  -0.077
H5 20.286 -1.206 -9.408  -0.011
H6 20.975 -1.904 -10.563  0.010
O12 16.350 -6.117 -19.901  -0.070
H7 15.973 -6.182 -19.017  0.001
H8 16.038 -5.262 -20.224  0.007
O13 15.840 -3.290 -19.460  -0.052
H9 16.428 -2.588 -19.757  0.062
H10 15.163 -2.839 -18.934  0.018
O14 14.628 -2.650 -8.922  -0.061
H11 13.785 -2.404 -9.314  0.029
H12 15.283 -2.287 -9.532  -0.007
O15 13.197 -2.093 -13.086  -0.050
H13 13.515 -1.566 -13.824  0.022
H14 13.957 -2.637 -12.844  0.010
O16 18.113 -4.002 -17.494  -0.051
H15 17.262 -4.055 -17.958  -0.004
H16 18.452 -4.903 -17.503  0.040
O17 18.329 -1.559 -8.840  -0.053
H17 18.377 -0.682 -8.446  0.046
H18 17.839 -1.445 -9.670  0.002
O18 13.867 -1.609 -17.422  -0.041
H19 13.832 -0.950 -16.722  0.036
H20 13.359 -2.358 -17.096  0.017
O19 13.837 -7.200 -18.101  -0.049
H21 12.924 -6.908 -18.025  0.032
H22 14.065 -7.531 -17.223  0.019
O20 20.339 -4.836 -15.397  -0.057
H23 19.588 -4.235 -15.471  0.006
H24 20.110 -5.402 -14.654  0.031
O21 18.968 0.012 -13.998  -0.049
H25 18.071 -0.068 -14.336  0.029
H26 19.297 -0.893 -13.958  0.020
O22 16.129 -10.210 -14.671  -0.063
H27 15.182 -10.232 -14.506  0.029
H28 16.348 -9.272 -14.633  0.019

As for the net charge: -1. The spin multiplicity is 1.


*three*
The following is a quantum chemistry calculation of a 15-piece molecular cluster, C4H28BO22 overall, from the OMol25 dataset.

Last column: Löwdin charge in e.
Positions of all 55 atoms, in Å:
O1 -1.684 -2.575 3.098  0.107
C1 -1.547 -1.835 2.125  -0.275
O2 -0.576 -0.947 1.890  0.256
B1 -0.748 -0.351 0.590  -0.900
O3 -1.964 -0.963 0.012  0.175
C2 -2.546 -1.732 0.904  -0.289
O4 -3.594 -2.412 0.819  0.117
O5 0.426 -0.479 -0.280  0.213
C3 1.043 0.718 -0.374  -0.262
O6 2.054 1.026 -1.011  0.135
C4 0.014 1.742 0.228  -0.354
O7 -0.961 1.102 0.674  0.294
O8 0.122 2.972 0.208  0.087
O9 -1.281 3.650 2.651  -0.048
H1 -0.746 3.092 2.088  -0.015
H2 -1.353 4.476 2.173  0.028
O10 -2.523 -5.455 2.608  -0.064
H3 -2.671 -5.517 1.665  -0.019
H4 -2.364 -4.525 2.766  -0.017
O11 0.780 -4.377 2.661  -0.048
H5 0.505 -3.716 3.296  0.013
H6 1.498 -3.965 2.181  0.001
O12 2.501 3.915 -0.812  -0.041
H7 1.820 3.579 -0.229  0.015
H8 2.775 4.739 -0.410  0.080
O13 -4.146 0.805 -0.905  -0.044
H9 -3.362 0.577 -0.404  -0.004
H10 -4.312 0.037 -1.453  0.023
O14 3.472 3.254 -3.187  -0.055
H11 3.205 3.350 -2.272  -0.021
H12 4.192 3.876 -3.293  0.066
O15 5.343 1.778 -1.214  -0.051
H13 4.414 1.679 -1.422  -0.013
H14 5.789 1.186 -1.820  0.029
O16 -3.901 -5.299 0.193  -0.043
H15 -4.314 -4.445 0.064  0.024
H16 -3.260 -5.364 -0.515  0.047
O17 -2.118 -1.853 5.808  -0.060
H17 -2.760 -2.106 5.144  0.016
H18 -1.270 -1.981 5.383  0.012
O18 2.766 -1.090 -3.523  -0.046
H19 2.703 -0.622 -4.355  0.032
H20 3.452 -0.630 -3.040  0.017
O19 0.038 4.995 -1.860  -0.058
H21 0.758 4.366 -1.810  -0.023
H22 -0.487 4.822 -1.078  0.012
O20 -1.910 -0.175 -2.579  -0.024
H23 -2.497 -0.616 -3.193  0.041
H24 -1.702 -0.842 -1.924  0.010
O21 1.121 2.431 -3.665  -0.056
H25 1.881 2.983 -3.480  -0.043
H26 1.262 1.644 -3.139  -0.001
O22 2.426 -1.972 1.314  -0.027
H27 1.617 -1.748 0.855  0.006
H28 2.619 -1.204 1.851  0.046

As for the net charge: -1. The spin multiplicity is 1.


*four*
The following is a quantum chemistry calculation of C4H28BO22 as an isolated structure, from the OMol25 dataset.

Last column: Löwdin charge in e.
Positions of all 55 atoms, in Å:
O1 0.281 -1.235 -1.545  0.131
C1 0.630 -0.266 -0.952  -0.457
O2 -0.237 0.313 -0.250  0.345
B1 0.446 1.337 0.434  -0.818
O3 1.887 1.077 0.162  0.312
C2 1.935 0.051 -0.619  -0.354
O4 2.912 -0.676 -0.869  0.125
O5 0.241 1.346 1.910  0.288
C3 -0.274 2.444 2.225  -0.387
O6 -0.988 2.619 3.256  0.081
C4 -0.307 3.324 1.100  -0.435
O7 0.024 2.722 0.052  0.286
O8 -0.880 4.409 1.025  0.129
O9 -2.777 3.008 -1.747  -0.010
H1 -1.865 3.036 -1.570  0.006
H2 -3.192 2.957 -0.896  0.007
O10 -1.334 -2.161 -3.482  -0.051
H3 -1.057 -2.986 -3.092  0.022
H4 -0.925 -1.545 -2.875  -0.034
O11 0.361 -1.645 2.898  -0.064
H5 0.540 -2.327 2.204  -0.002
H6 -0.287 -1.118 2.441  0.006
O12 3.015 -1.421 -3.678  0.009
H7 2.318 -1.404 -4.295  0.032
H8 2.778 -0.674 -3.178  0.005
O13 1.980 -3.492 -1.464  -0.015
H9 1.119 -3.469 -1.790  0.002
H10 2.366 -3.119 -2.258  0.036
O14 -3.172 1.842 1.271  -0.021
H11 -3.456 2.220 2.126  0.015
H12 -2.684 1.056 1.518  0.046
O15 5.128 -2.888 -2.012  -0.021
H13 4.587 -2.145 -2.244  -0.015
H14 4.745 -3.287 -1.284  -0.035
O16 -3.071 5.442 -0.234  -0.082
H15 -2.195 5.316 0.154  -0.014
H16 -3.104 4.566 -0.658  -0.018
O17 0.816 -3.424 0.916  -0.063
H17 0.280 -4.208 0.750  0.059
H18 1.238 -3.194 0.046  0.015
O18 -1.919 -2.752 -0.045  -0.029
H19 -1.398 -2.197 -0.610  -0.019
H20 -2.684 -3.079 -0.511  0.036
O19 -1.137 0.892 -3.361  -0.042
H21 -1.738 0.478 -2.692  0.062
H22 -1.266 0.328 -4.110  0.018
O20 -0.282 0.263 5.226  -0.073
H23 0.152 -0.035 4.417  -0.008
H24 -0.250 1.236 5.173  0.023
O21 -3.637 3.005 3.956  -0.083
H25 -2.763 2.571 3.756  0.019
H26 -3.794 3.725 3.318  0.054
O22 4.107 -2.599 0.793  -0.034
H27 5.017 -2.360 0.899  0.031
H28 3.749 -1.873 0.288  -0.018

As for the net charge: -1. The spin multiplicity is 1.


Quick one: least stable of them? *one*